# C23H21N4O6S2Ta

A molecular structure, C23H21N4O6S2Ta (ωB97M-V/def2-TZVPD, the OMol25 dataset).

Kohn-Sham gap	6.768	eV
net charge	+2
LUMO energy	-8.24	eV
largest force on an atom	2.53	eV/A

Cartesian coordinates (Å):
Ta1 9.034 10.692 10.317
C1 6.720 12.313 9.280
N1 6.987 11.312 10.403
C2 6.018 10.159 10.375
C3 6.632 8.914 10.935
N2 7.877 8.638 10.188
C4 8.711 7.519 10.734
C5 7.537 8.252 8.816
C6 6.612 7.260 8.527
C7 6.352 6.912 7.200
C8 6.978 7.585 6.142
C9 7.935 8.529 6.446
C10 8.223 8.844 7.749
S1 9.522 10.062 8.048
C11 7.024 11.962 11.759
C12 6.118 12.991 12.038
C13 6.073 13.526 13.319
C14 6.928 13.069 14.317
C15 7.864 12.102 14.005
C16 7.901 11.501 12.753
S2 9.019 10.072 12.626
H1 5.652 12.529 9.253
H2 7.054 11.866 8.350
H3 7.267 13.217 9.496
H4 5.695 10.014 9.349
H5 5.141 10.448 10.953
H6 5.924 8.111 10.834
H7 6.834 8.995 12.000
H8 8.190 6.590 10.582
H9 8.945 7.659 11.781
H10 9.609 7.487 10.089
H11 6.103 6.715 9.314
H12 5.633 6.126 7.001
H13 6.749 7.356 5.122
H14 8.449 9.076 5.659
H15 5.462 13.389 11.262
H16 5.350 14.293 13.541
H17 6.899 13.460 15.354
H18 8.561 11.796 14.767
O1 10.987 11.570 10.301
C17 10.460 12.724 10.448
O2 9.153 12.729 10.304
C18 11.102 13.905 10.811
C19 12.484 14.160 10.654
C20 12.935 15.438 10.903
C21 12.098 16.445 11.380
C22 10.774 16.143 11.610
C23 10.247 14.909 11.331
N3 9.945 17.200 12.222
O3 8.842 16.851 12.623
O4 10.470 18.282 12.302
N4 14.335 15.802 10.667
O5 15.094 14.926 10.295
O6 14.597 16.973 10.879
H19 13.183 13.414 10.290
H20 12.491 17.434 11.569
H21 9.187 14.744 11.526

These are the natural (NBO) partial charges, in e, on atoms 1 to 5: 1.906 -0.409 -0.549 -0.233 -0.253

# C23H21N5O2OsS

A molecular structure, C23H21N5O2OsS (ωB97M-V/def2-TZVPD, the OMol25 dataset).

Kohn-Sham gap (alpha / beta)	4.435 / 4.403	eV
net charge	+4
LUMO energy (alpha / beta)	-16.18 / -16.21	eV
largest force on an atom	2.33	eV/A
relative energy (zero: lowest compared OMol25 entry of this formula, charge and spin)	275.46	kJ/mol

Cartesian coordinates (Å):
Os1 0.610 -0.319 0.576
C1 0.556 -4.110 0.285
C2 1.340 -3.109 1.029
C3 2.761 -3.185 1.063
C4 3.487 -2.333 1.845
C5 2.845 -1.304 2.616
C6 1.476 -1.210 2.635
C7 0.691 -2.102 1.821
H1 0.979 -4.317 -0.701
H2 -0.502 -3.868 0.219
H3 0.647 -5.057 0.842
H4 3.257 -3.963 0.494
H5 4.565 -2.434 1.901
H6 3.447 -0.647 3.233
H7 1.020 -0.568 3.377
H8 -0.350 -2.281 2.075
O1 -6.443 1.770 -0.981
N1 -5.880 1.272 -0.047
O2 -6.331 1.038 1.050
C8 -4.445 0.892 -0.278
C9 -4.070 0.766 -1.568
C10 -2.735 0.383 -1.902
C11 -2.300 0.148 -3.222
C12 -0.999 -0.254 -3.446
C13 -0.133 -0.398 -2.371
N2 -0.514 -0.156 -1.105
C14 -1.817 0.198 -0.870
C15 -2.219 0.320 0.487
N3 -1.247 0.034 1.422
C16 -1.603 0.074 2.716
C17 -2.877 0.424 3.131
C18 -3.851 0.717 2.202
C19 -3.538 0.652 0.820
H9 -4.800 0.956 -2.346
H10 -2.991 0.268 -4.049
H11 -0.640 -0.465 -4.444
H12 0.891 -0.712 -2.520
H13 -0.854 -0.169 3.454
H14 -3.098 0.454 4.190
H15 -4.850 0.982 2.516
C20 1.379 2.940 -0.655
N4 2.726 2.573 -1.116
C21 3.584 3.422 -1.711
C22 4.751 2.710 -2.012
N5 4.548 1.461 -1.586
C23 3.298 1.333 -1.025
S1 2.806 -0.156 -0.407
H16 1.343 4.017 -0.513
H17 1.196 2.463 0.309
H18 0.645 2.640 -1.401
H19 3.356 4.465 -1.886
H20 5.666 3.045 -2.483
H21 5.219 0.700 -1.660

These are the natural (NBO) partial charges, in e, on atoms 1 to 5: 0.912 -0.705 0.307 -0.214 -0.092

# C23H21NO4

A single C23H21NO4 molecule (ωB97M-V/def2-TZVPD, the OMol25 dataset).

Kohn-Sham gap	9.098	eV
SMILES	COc1ccc(C(=O)Nc2cccc(OC(=O)c3ccc(C)c(C)c3)c2)cc1
LUMO energy	0.71	eV
largest force on an atom	0.70	eV/A
relative energy (zero: lowest compared OMol25 entry of this formula, charge and spin)	58.01	kJ/mol

Cartesian coordinates (Å):
C1 -8.721 -2.226 -0.404
H1 -8.210 -3.184 -0.270
O1 -8.138 -1.215 0.384
C2 -6.838 -0.892 0.173
C3 -6.013 -1.472 -0.787
C4 -4.701 -1.057 -0.905
C5 -4.183 -0.052 -0.095
C6 -5.009 0.515 0.876
C7 -6.315 0.099 1.009
H2 -6.960 0.522 1.762
H3 -4.628 1.258 1.562
C8 -2.755 0.323 -0.286
O2 -1.938 -0.456 -0.729
N1 -2.476 1.621 0.052
C9 -1.250 2.284 0.022
C10 -1.251 3.673 0.143
C11 -0.063 4.376 0.118
C12 1.143 3.711 -0.016
C13 1.139 2.327 -0.123
C14 -0.043 1.606 -0.110
H4 -0.031 0.533 -0.200
O3 2.358 1.689 -0.294
C15 2.688 0.667 0.528
O4 2.022 0.329 1.474
C16 3.973 0.047 0.142
C17 4.684 0.444 -0.986
C18 5.875 -0.183 -1.292
C19 6.382 -1.205 -0.498
C20 5.668 -1.608 0.638
C21 4.474 -0.977 0.941
H5 3.903 -1.269 1.810
C22 6.184 -2.707 1.515
H6 5.505 -2.884 2.344
H7 6.291 -3.631 0.948
H8 7.164 -2.450 1.916
C23 7.675 -1.867 -0.856
H9 8.094 -1.434 -1.761
H10 7.526 -2.934 -1.018
H11 8.399 -1.754 -0.049
H12 6.427 0.124 -2.169
H13 4.302 1.234 -1.614
H14 2.080 4.244 -0.035
H15 -0.074 5.451 0.209
H16 -2.189 4.200 0.255
H17 -3.267 2.210 0.276
H18 -4.051 -1.509 -1.639
H19 -6.380 -2.248 -1.440
H20 -8.722 -1.958 -1.465
H21 -9.749 -2.315 -0.055

These are the natural (NBO) partial charges, in e, on atoms 1 to 5: -0.254 0.179 -0.487 0.311 -0.269

# C23H22AuN2O6Se

A molecular structure, C23H22AuN2O6Se (ωB97M-V/def2-TZVPD, the OMol25 dataset).

Kohn-Sham gap (alpha / beta)	6.536 / 7.594	eV
net charge	-1
multiplicity	3
LUMO energy (alpha / beta)	2.34 / 1.46	eV
largest force on an atom	0.40	eV/A
⟨S²⟩	2.025

Cartesian coordinates (Å):
Au1 -0.981 1.566 -0.159
O1 4.617 -3.543 0.796
C1 5.004 -2.315 0.364
O2 6.148 -2.140 0.041
C2 3.953 -1.259 0.326
C3 2.730 -1.364 0.987
C4 1.787 -0.360 0.907
C5 2.032 0.786 0.146
C6 3.265 0.897 -0.511
C7 4.210 -0.107 -0.410
N1 1.057 1.780 0.046
C8 1.447 3.076 -0.042
C9 0.491 4.091 -0.228
C10 0.772 5.474 -0.178
C11 -0.261 6.367 -0.289
C12 -1.577 5.908 -0.442
C13 -1.796 4.548 -0.490
N2 -0.794 3.674 -0.416
H1 3.662 -3.552 0.940
H2 2.493 -2.218 1.614
H3 0.846 -0.450 1.430
H4 3.462 1.755 -1.140
H5 5.158 -0.026 -0.927
H6 2.484 3.332 0.131
H7 1.792 5.801 -0.026
H8 -0.061 7.431 -0.238
H9 -2.413 6.589 -0.503
H10 -2.789 4.122 -0.579
O3 -4.177 0.250 1.548
Se1 -3.721 1.756 1.143
O4 -4.931 2.804 0.895
O5 -2.967 1.588 -0.440
O6 -2.493 2.342 2.049
C14 -0.378 -1.267 -1.988
C15 -1.361 -1.440 -0.826
C16 -2.797 -1.346 -1.396
C17 -1.152 -0.386 0.222
C18 -1.188 -2.781 -0.106
C19 -0.148 -3.662 -0.387
C20 -0.013 -4.860 0.309
C21 -0.916 -5.194 1.305
C22 -1.955 -4.318 1.600
C23 -2.089 -3.127 0.905
H11 -0.550 -0.294 -2.453
H12 -0.532 -2.039 -2.746
H13 0.664 -1.295 -1.662
H14 -2.896 -0.449 -2.007
H15 -3.540 -1.272 -0.602
H16 -3.000 -2.228 -2.010
H17 -1.602 -0.560 1.196
H18 0.569 -3.425 -1.162
H19 0.802 -5.532 0.067
H20 -0.814 -6.126 1.847
H21 -2.664 -4.560 2.382
H22 -2.888 -2.442 1.167

These are the natural (NBO) partial charges, in e, on atoms 1 to 5: 1.300 -0.677 0.779 -0.583 -0.229

# C23H22Cl3CrN2O4

A molecular structure, C23H22Cl3CrN2O4 (ωB97M-V/def2-TZVPD, the OMol25 dataset).

Kohn-Sham gap (alpha / beta)	3.492 / 4.188	eV
net charge	-2
multiplicity	4
LUMO energy (alpha / beta)	4.10 / 4.10	eV
largest force on an atom	1.05	eV/A
⟨S²⟩	3.990
relative energy (zero: lowest compared OMol25 entry of this formula, charge and spin)	870.11	kJ/mol

Cartesian coordinates (Å):
Cr1 1.049 -0.810 0.383
C1 0.436 2.756 -0.176
C2 0.955 1.994 -1.234
C3 1.961 1.147 -0.717
C4 2.052 1.396 0.683
C5 1.109 2.396 0.999
H1 -0.388 3.456 -0.246
H2 0.642 2.046 -2.272
H3 2.659 0.550 -1.288
H4 2.835 1.019 1.327
H5 0.905 2.773 1.993
N1 -0.616 -1.438 -2.507
C6 -0.028 -1.427 -1.380
O1 2.298 -2.766 -2.198
C7 -1.244 -4.036 -1.715
C8 -0.107 -2.734 0.909
H6 -0.720 -0.572 -3.015
H7 -1.022 -2.363 -2.827
H8 -0.809 -4.962 -2.063
H9 -2.210 -4.052 -1.226
H10 0.481 -3.499 1.409
H11 -1.145 -2.655 1.220
C9 -4.424 2.627 -1.073
C10 -3.563 3.265 -0.022
C11 -3.260 4.615 -0.050
C12 -2.438 5.167 0.919
Cl1 -2.080 6.881 0.861
C13 -1.886 4.383 1.910
C14 -2.185 3.027 1.955
C15 -3.035 2.472 1.006
O2 -3.432 1.179 0.998
C16 -2.915 0.328 2.015
C17 -1.412 -0.012 1.920
O3 -0.886 -0.369 2.979
O4 -0.912 0.076 0.767
H12 -4.636 3.333 -1.877
H13 -5.371 2.279 -0.653
H14 -3.923 1.752 -1.489
H15 -3.655 5.241 -0.841
H16 -1.204 4.813 2.630
H17 -1.711 2.410 2.704
H18 -3.466 -0.607 1.899
H19 -3.134 0.736 3.005
Cl2 -0.086 -3.210 -0.808
C18 3.311 -3.098 -1.485
C19 4.281 -4.031 -1.893
C20 5.369 -4.417 -1.095
C21 5.539 -3.873 0.161
C22 4.585 -2.952 0.614
Cl3 4.813 -2.259 2.225
C23 3.464 -2.553 -0.112
N2 2.551 -1.684 0.324
H20 4.148 -4.457 -2.884
H21 6.088 -5.140 -1.470
H22 6.373 -4.138 0.797

These are the natural (NBO) partial charges, in e, on atoms 1 to 5: 0.994 -0.314 -0.334 -0.387 -0.403

# C23H22FeNO3

A molecular structure, C23H22FeNO3 (ωB97M-V/def2-TZVPD, the OMol25 dataset).

Kohn-Sham gap (alpha / beta)	5.130 / 5.612	eV
net charge	+1
multiplicity	5
LUMO energy (alpha / beta)	-3.02 / -5.94	eV
largest force on an atom	4.81	eV/A
⟨S²⟩	6.087

Cartesian coordinates (Å):
C1 -3.858 1.274 0.128
C2 -4.409 0.018 0.814
C3 -3.206 -0.878 1.128
N1 -2.028 -0.030 0.947
C4 -0.787 -0.566 0.966
C5 -0.456 -1.902 1.156
C6 0.971 -2.188 0.787
C7 1.510 -0.782 0.582
C8 0.485 0.164 0.705
C9 0.779 1.533 0.697
C10 2.103 1.929 0.457
C11 3.118 0.976 0.285
C12 2.820 -0.393 0.379
C13 -2.328 1.229 0.270
H1 -4.113 1.279 -0.934
H2 -4.250 2.183 0.586
H3 -4.916 0.286 1.743
H4 -5.110 -0.516 0.175
H5 -3.251 -1.306 2.140
H6 -3.166 -1.725 0.425
H7 -1.180 -2.674 1.429
H8 1.509 -2.733 1.575
H9 1.077 -2.801 -0.127
H10 0.008 2.268 0.900
H11 2.346 2.989 0.415
H12 4.147 1.295 0.116
H13 3.599 -1.150 0.295
H14 -1.844 1.266 -0.721
H15 -1.959 2.097 0.839
O1 5.579 -2.192 5.953
C14 4.464 -2.172 5.629
Fe1 2.879 -2.039 4.887
C15 3.096 -0.289 4.508
O2 3.241 0.759 4.040
C16 3.654 -2.510 3.345
O3 4.357 -2.776 2.458
C17 0.085 -2.324 4.000
C18 0.337 -3.668 3.727
C19 1.363 -4.415 4.258
C20 2.376 -3.963 5.165
C21 2.046 -3.248 6.379
C22 1.286 -2.106 6.271
C23 0.839 -1.606 4.985
H16 -0.733 -1.792 3.501
H17 -0.324 -4.187 3.015
H18 1.417 -5.467 3.947
H19 3.299 -4.571 5.149
H20 2.454 -3.584 7.338
H21 1.102 -1.462 7.135
H22 0.656 -0.513 5.001

These are the natural (NBO) partial charges, in e, on atoms 1 to 5: -0.416 -0.415 -0.235 -0.246 0.230

# C23H22N9O6PtSSe

A molecular structure, C23H22N9O6PtSSe (ωB97M-V/def2-TZVPD, the OMol25 dataset).

Kohn-Sham gap	5.706	eV
net charge	+1
LUMO energy	-5.26	eV
largest force on an atom	2.56	eV/A
relative energy (zero: lowest compared OMol25 entry of this formula, charge and spin)	177.04	kJ/mol

Cartesian coordinates (Å):
Pt1 0.239 -0.037 0.286
C1 2.257 2.273 3.574
C2 1.731 1.042 2.904
O1 1.691 0.969 1.660
N1 1.371 0.017 3.678
C3 0.904 -1.241 3.109
C4 -0.570 -1.142 2.879
C5 -1.499 -1.670 3.748
C6 -2.851 -1.484 3.503
C7 -3.241 -0.767 2.390
C8 -2.271 -0.265 1.555
N2 -0.959 -0.443 1.789
H1 2.087 3.134 2.935
H2 3.332 2.158 3.726
H3 1.791 2.434 4.546
H4 1.324 0.157 4.675
H5 1.158 -2.064 3.771
H6 1.413 -1.395 2.166
H7 -1.159 -2.236 4.606
H8 -3.590 -1.902 4.175
H9 -4.283 -0.616 2.149
H10 -2.525 0.289 0.666
N3 3.799 0.895 -1.100
C9 2.649 0.316 -1.471
O2 1.570 0.856 -0.952
C10 2.629 -0.695 -2.407
C11 1.378 -1.131 -2.911
N4 0.377 -1.472 -3.357
C12 3.857 -1.196 -2.947
N5 4.887 -1.523 -3.351
H11 4.684 0.536 -1.420
H12 3.773 1.535 -0.326
S1 -1.070 1.652 -2.830
C13 0.248 1.587 -3.962
N6 0.313 0.914 -5.081
C14 1.637 1.023 -5.713
C15 2.296 2.151 -4.893
N7 1.366 2.273 -3.755
H13 -0.424 0.301 -5.409
H14 1.540 1.271 -6.765
H15 2.171 0.080 -5.623
H16 2.353 3.086 -5.444
H17 3.290 1.883 -4.550
H18 1.472 2.918 -2.990
O3 -2.033 -2.954 0.624
C16 -1.005 -2.624 0.092
O4 -0.888 -1.436 -0.532
C17 0.154 -3.574 0.042
C18 -0.155 -4.931 0.078
C19 0.849 -5.884 0.026
C20 2.155 -5.454 -0.029
C21 2.504 -4.123 -0.070
C22 1.488 -3.178 -0.045
N8 3.242 -6.478 -0.037
O5 4.374 -6.088 0.137
O6 2.916 -7.630 -0.209
H19 -1.193 -5.231 0.141
H20 0.631 -6.943 0.033
H21 3.547 -3.842 -0.128
H22 1.746 -2.131 -0.104
Se1 -2.213 -0.704 -2.770
C23 -2.378 -0.623 -4.618
N9 -2.429 -0.532 -5.768

These are the natural (NBO) partial charges, in e, on atoms 1 to 5: 1.001 -0.705 0.719 -0.680 -0.564

# C23H23AlN5S

A molecular structure, C23H23AlN5S (ωB97M-V/def2-TZVPD, the OMol25 dataset).

Kohn-Sham gap	8.045	eV
net charge	+3
LUMO energy	-9.84	eV
largest force on an atom	1.63	eV/A
relative energy (zero: lowest compared OMol25 entry of this formula, charge and spin)	0.00	kJ/mol

Cartesian coordinates (Å):
Al1 -6.127 -13.485 -4.512
C1 -3.737 -13.873 -6.655
C2 -5.065 -13.999 -7.295
C3 -5.263 -14.173 -8.684
C4 -6.552 -14.123 -9.182
C5 -7.622 -13.919 -8.310
C6 -7.390 -13.762 -6.990
N1 -6.117 -13.857 -6.454
C7 -8.389 -13.195 -6.026
C8 -9.726 -12.939 -6.214
C9 -10.383 -12.143 -5.243
C10 -9.666 -11.573 -4.182
C11 -8.327 -11.913 -4.022
N2 -7.788 -12.750 -4.908
C12 -7.302 -11.399 -3.058
C13 -7.496 -10.315 -2.235
C14 -6.366 -9.807 -1.562
C15 -5.110 -10.395 -1.778
C16 -5.006 -11.493 -2.620
C17 -3.674 -12.109 -2.987
N3 -6.077 -11.977 -3.243
H1 -3.603 -12.861 -6.233
H2 -2.914 -14.052 -7.370
H3 -3.640 -14.616 -5.869
H4 -4.423 -14.275 -9.361
H5 -6.780 -14.245 -10.253
H6 -8.607 -13.789 -8.719
H7 -10.237 -13.339 -7.051
H8 -11.425 -11.894 -5.387
H9 -10.130 -10.884 -3.500
H10 -8.483 -9.923 -2.133
H11 -6.482 -8.991 -0.875
H12 -4.205 -9.994 -1.327
H13 -3.167 -11.405 -3.648
H14 -3.815 -13.039 -3.507
H15 -3.059 -12.290 -2.132
C18 -4.502 -19.006 -0.879
C19 -4.281 -17.888 -1.816
C20 -3.083 -17.532 -2.376
C21 -3.009 -16.374 -3.175
N4 -4.103 -15.658 -3.422
C22 -5.267 -16.049 -2.938
S1 -6.732 -15.274 -3.405
N5 -5.353 -17.125 -2.121
C23 -1.724 -15.904 -3.790
H16 -3.636 -19.658 -0.845
H17 -5.360 -19.646 -1.189
H18 -4.659 -18.629 0.124
H19 -2.194 -18.125 -2.162
H20 -6.258 -17.345 -1.676
H21 -0.988 -15.820 -2.979
H22 -1.839 -14.960 -4.291
H23 -1.340 -16.622 -4.488

These are the natural (NBO) partial charges, in e, on atoms 1 to 5: 1.837 -0.687 0.316 -0.215 -0.057

| no. | total energy (eV) |
| --- | --- |
| 1 | -65640.780 |
| 2 | -48993.028 |
| 3 | -33872.967 |
| 4 | -108509.306 |
| 5 | -101358.862 |
| 6 | -66215.925 |
| 7 | -129322.395 |
| 8 | -49087.200 |